No. 1
A cluster of 8 separate species, C69H96N14O4 in total. Source: the OMol25 dataset; level of theory: ωB97M-V/def2-TZVPD.

Computed properties:
LUMO energy   -0.771 Ha
HOMO-LUMO gap   6.912 eV
HOMO level   -27.9 eV
Charge   +10

```
183
C69H96N14O4 (ωB97M-V/def2-TZVPD)
N 0.085 1.155 -0.929
O 1.114 1.721 -0.675
O -0.828 1.859 -1.446
O -0.138 -0.025 -0.768
C -2.860 -2.298 -2.526
C -1.773 -3.375 -2.727
C -1.359 -3.666 -1.240
C -0.544 -4.960 -1.099
C -1.311 -6.205 -1.697
C -1.646 -6.062 -3.297
N -2.384 -4.655 -3.429
O -3.208 -4.472 -4.593
C -2.621 -7.172 -3.725
C -0.277 -5.973 -4.156
C -0.649 -2.877 -3.545
H -2.622 -1.487 -1.838
H -3.787 -2.713 -2.129
H -3.214 -1.903 -3.479
H -2.072 -3.830 -0.432
H -0.734 -2.851 -0.873
H -0.292 -5.049 -0.042
H 0.422 -4.872 -1.596
H -2.265 -6.441 -1.225
H -0.825 -7.083 -1.271
H -2.226 -8.146 -3.436
H -2.641 -7.251 -4.812
H -3.646 -7.257 -3.365
H 0.067 -6.993 -4.327
H 0.589 -5.440 -3.764
H -0.488 -5.461 -5.095
H -0.689 -3.069 -4.617
H 0.329 -3.121 -3.130
H -0.635 -1.792 -3.439
C -3.651 0.669 -7.116
N -2.234 0.655 -6.586
C -1.216 0.786 -7.528
C 0.105 1.150 -7.116
C 0.382 1.239 -5.736
C -0.699 0.855 -4.838
C -1.973 0.661 -5.248
C 1.715 1.631 -5.221
C 2.362 1.022 -4.114
C 3.692 1.352 -3.729
N 4.382 2.267 -4.396
C 3.800 2.968 -5.367
C 2.509 2.621 -5.821
C 5.761 2.537 -4.025
H -4.166 -0.288 -7.195
H -3.713 1.358 -7.958
H -4.190 1.112 -6.278
H -1.471 0.838 -8.576
H 0.880 1.266 -7.859
H -0.419 0.743 -3.801
H -2.773 0.475 -4.547
H 1.858 0.200 -3.629
H 4.200 0.793 -2.957
H 4.456 3.606 -5.940
H 1.972 3.131 -6.607
H 6.189 1.581 -3.723
H 5.748 3.343 -3.290
H 6.233 3.064 -4.854
C -3.723 4.745 -2.045
N -4.394 3.494 -1.656
C -4.032 2.383 -2.223
C -4.605 1.123 -1.877
C -5.555 1.115 -0.814
C -6.002 2.340 -0.285
C -5.370 3.488 -0.734
C -6.141 -0.254 -0.458
C -6.424 -0.541 0.877
C -7.124 -1.723 1.165
N -7.439 -2.630 0.225
C -7.137 -2.343 -1.121
C -6.537 -1.117 -1.458
C -8.002 -3.830 0.523
H -2.747 4.524 -2.478
H -3.736 5.524 -1.283
H -4.281 4.970 -2.954
H -3.231 2.532 -2.931
H -4.286 0.255 -2.434
H -6.830 2.467 0.397
H -5.662 4.446 -0.331
H -6.080 0.171 1.611
H -7.454 -1.991 2.158
H -7.473 -3.120 -1.792
H -6.532 -0.767 -2.480
H -8.149 -4.475 -0.342
H -8.964 -3.657 1.005
H -7.292 -4.470 1.048
C -4.718 -2.901 9.023
N -4.252 -2.185 7.861
C -5.161 -1.740 6.936
C -4.623 -1.080 5.858
C -3.234 -0.898 5.685
C -2.347 -1.469 6.653
C -2.912 -2.173 7.731
C -2.742 0.171 4.784
C -3.300 0.538 3.568
C -2.626 1.429 2.674
N -1.486 2.113 3.137
C -1.048 1.911 4.419
C -1.584 0.910 5.181
C -0.846 3.087 2.285
H -4.057 -2.686 9.862
H -4.644 -3.983 8.913
H -5.702 -2.615 9.394
H -6.235 -1.766 7.042
H -5.340 -0.593 5.214
H -1.272 -1.443 6.547
H -2.377 -2.710 8.500
H -4.202 0.122 3.145
H -2.988 1.649 1.681
H -0.208 2.501 4.756
H -1.182 0.786 6.175
H -0.637 3.973 2.885
H -1.448 3.371 1.422
H 0.073 2.591 1.975
C 7.955 5.395 3.980
N 6.864 5.362 2.885
C 5.555 5.633 3.251
C 4.458 5.358 2.428
C 4.711 5.026 1.054
C 6.060 4.874 0.763
C 7.108 4.972 1.610
C 3.621 4.839 0.054
C 3.842 4.802 -1.317
C 2.871 4.682 -2.279
N 1.619 4.708 -1.859
C 1.289 4.762 -0.566
C 2.264 4.755 0.422
C 0.502 4.546 -2.731
H 8.501 4.457 3.882
H 7.548 5.286 4.985
H 8.526 6.305 3.794
H 5.386 5.996 4.254
H 3.460 5.479 2.823
H 6.436 4.589 -0.209
H 8.129 4.816 1.295
H 4.808 4.914 -1.787
H 2.975 4.460 -3.331
H 0.220 4.790 -0.415
H 1.951 4.953 1.436
H -0.159 5.411 -2.696
H -0.014 3.624 -2.464
H 0.687 4.362 -3.790
C -0.443 -1.721 2.767
C 0.421 -2.176 1.672
N 1.720 -2.650 2.164
C 2.508 -2.269 3.252
C 3.680 -2.956 3.159
N 3.677 -3.763 2.069
C 2.491 -3.535 1.467
C 4.685 -4.775 1.615
H -0.802 -2.536 3.396
H -1.349 -1.294 2.337
H 0.060 -0.871 3.227
H 0.521 -1.365 0.950
H 0.072 -3.111 1.234
H 2.219 -1.461 3.907
H 4.587 -2.949 3.746
H 2.121 -4.072 0.606
H 4.303 -5.463 0.862
H 5.059 -5.367 2.450
H 5.465 -4.264 1.050
C 2.987 1.040 1.820
C 4.066 1.451 2.828
N 5.042 0.458 2.957
C 5.421 -0.057 4.127
C 6.425 -0.894 3.870
N 6.563 -1.140 2.507
C 5.791 -0.086 1.982
C 7.594 -2.079 1.928
H 2.523 0.101 2.120
H 3.396 0.944 0.815
H 2.252 1.841 1.748
H 3.614 1.543 3.816
H 4.513 2.413 2.574
H 5.034 0.357 5.047
H 6.948 -1.507 4.590
H 5.480 0.230 0.997
H 8.283 -1.454 1.360
H 7.251 -2.658 1.070
H 8.343 -2.501 2.599
```

---

No. 2
A structure of composition C6F18O18S6V. Source: the OMol25 dataset; level of theory: ωB97M-V/def2-TZVPD.

Computed properties:
LUMO energy (spin up / spin down)   0.301 / 0.301 Ha
HOMO-LUMO gap (spin up / spin down)   5.427 / 7.975 eV
HOMO level (spin up / spin down)   2.8 / 0.2 eV
<S²>   3.752
Multiplicity   4
Charge   -4
ΔE to the lowest compared entry with this formula, charge and spin   14.7 kcal per mole

```
49
C6F18O18S6V (ωB97M-V/def2-TZVPD)
V 8.032 -14.718 20.176
C 7.637 -18.568 18.193
F 7.805 -18.491 19.503
F 8.522 -19.459 17.714
F 6.407 -19.038 17.937
S 7.874 -16.876 17.358
O 7.723 -15.911 18.435
O 9.186 -16.935 16.755
O 6.754 -16.819 16.430
C 4.747 -15.864 22.805
F 4.228 -15.166 21.813
F 5.273 -15.029 23.697
F 3.773 -16.528 23.443
S 6.094 -17.010 22.129
O 6.700 -17.619 23.289
O 5.371 -17.945 21.289
O 6.942 -16.046 21.426
C 10.617 -11.183 19.117
F 9.652 -10.306 19.356
F 11.627 -10.529 18.498
F 11.087 -11.662 20.258
S 9.936 -12.582 18.039
O 9.161 -13.350 19.007
O 9.127 -11.895 17.046
O 11.126 -13.258 17.538
C 7.722 -11.012 22.804
F 6.484 -11.055 22.293
F 8.468 -10.334 21.921
F 7.657 -10.311 23.950
S 8.455 -12.723 23.117
O 9.853 -12.421 23.359
O 7.676 -13.186 24.234
O 8.262 -13.422 21.858
C 12.169 -15.926 21.708
F 11.874 -14.690 22.060
F 13.090 -15.845 20.724
F 12.770 -16.575 22.718
S 10.651 -16.908 21.067
O 11.138 -17.617 19.903
O 10.317 -17.746 22.208
O 9.711 -15.840 20.755
C 5.842 -11.080 18.581
F 6.961 -10.954 19.287
F 4.932 -10.188 18.987
F 6.164 -10.798 17.308
S 5.191 -12.842 18.728
O 4.010 -12.660 19.573
O 4.927 -13.336 17.398
O 6.256 -13.553 19.452
```

---

No. 3
An isolated molecule of C6H10. Source: the OMol25 dataset; level of theory: ωB97M-V/def2-TZVPD.

Computed properties:
LUMO energy   0.040 Ha
HOMO-LUMO gap   10.451 eV
HOMO level   -9.4 eV
Charge   0
Structure (SMILES)   CCC#CCC
ΔE to the lowest compared entry with this formula, charge and spin   28.4 kcal per mole

```
16
C6H10 (ωB97M-V/def2-TZVPD)
C 2.840 0.133 0.521
C 1.922 -0.893 -0.155
C 0.504 -0.638 0.119
C -0.654 -0.406 0.365
C -2.070 -0.124 0.637
C -2.674 0.878 -0.353
H 2.604 1.146 0.179
H 2.711 0.104 1.607
H 3.890 -0.074 0.290
H 2.091 -0.882 -1.240
H 2.178 -1.905 0.185
H -2.173 0.258 1.661
H -2.633 -1.064 0.601
H -2.636 0.484 -1.373
H -3.720 1.085 -0.101
H -2.122 1.823 -0.335
```

---

No. 4
An isolated molecule of C6H10. Source: the OMol25 dataset; level of theory: ωB97M-V/def2-TZVPD.

Computed properties:
LUMO energy   0.031 Ha
HOMO-LUMO gap   9.591 eV
HOMO level   -8.7 eV
Charge   0
Structure (SMILES)   C=C(C)C(=C)C
ΔE to the lowest compared entry with this formula, charge and spin   54.2 kcal per mole

```
16
C6H10 (ωB97M-V/def2-TZVPD)
C 1.365 1.169 -0.516
C 0.721 0.345 0.332
C 1.479 -0.708 1.113
C -0.735 0.020 0.072
C -1.235 -1.197 0.303
C -1.587 0.586 -1.087
H 0.762 1.606 -1.314
H 2.440 1.347 -0.472
H 2.512 -0.884 0.577
H 1.619 -0.564 2.196
H 0.838 -1.653 1.239
H -2.096 -1.537 -0.265
H -0.722 -2.005 0.754
H -1.514 1.740 -1.026
H -1.217 0.366 -2.012
H -2.668 0.297 -0.981
```

---

No. 5
A cluster of 2 separate species, C6H10 in total. Source: the OMol25 dataset; level of theory: ωB97M-V/def2-TZVPD.

Computed properties:
LUMO energy   -0.002 Ha
HOMO-LUMO gap   7.930 eV
HOMO level   -8.0 eV
Charge   0
ΔE to the lowest compared entry with this formula, charge and spin   84.7 kcal per mole

```
16
C6H10 (ωB97M-V/def2-TZVPD)
C 2.178 -0.490 0.384
C 0.193 0.339 -1.255
C -0.772 -0.738 -0.831
C -1.693 -0.192 0.277
C -1.209 1.219 0.401
C -0.133 1.461 -0.379
H 1.372 -0.513 1.124
H 2.923 0.252 0.677
H 2.626 -1.480 0.288
H 1.793 -0.202 -0.613
H -1.338 -0.983 -1.739
H -0.255 -1.667 -0.558
H -1.600 -0.717 1.239
H -2.751 -0.238 -0.007
H -1.698 1.952 1.042
H 0.407 2.406 -0.398
```

---

No. 6
An isolated molecule of C6H10. Source: the OMol25 dataset; level of theory: ωB97M-V/def2-TZVPD.

Computed properties:
LUMO energy   0.045 Ha
HOMO-LUMO gap   10.742 eV
HOMO level   -9.5 eV
Charge   0
Structure (SMILES)   C[C@H]1C[C@H]2C[C@H]21
ΔE to the lowest compared entry with this formula, charge and spin   34.0 kcal per mole

```
16
C6H10 (ωB97M-V/def2-TZVPD)
C -1.218 1.540 0.456
C 0.007 0.626 0.535
C -0.070 -0.871 0.957
C 0.982 -1.187 -0.113
C 0.353 -0.993 -1.450
C 0.830 0.215 -0.689
H -1.330 2.107 1.390
H -1.091 2.272 -0.351
H -2.156 1.000 0.280
H 0.732 1.092 1.212
H 0.203 -1.072 1.996
H -1.032 -1.358 0.749
H 1.902 -1.740 0.049
H -0.699 -1.242 -1.596
H 0.983 -1.235 -2.303
H 1.603 0.847 -1.123
```

---

No. 7
An isolated molecule of C6H10. Source: the OMol25 dataset; level of theory: ωB97M-V/def2-TZVPD.

Computed properties:
LUMO energy   0.044 Ha
HOMO-LUMO gap   9.889 eV
HOMO level   -8.7 eV
Charge   0
Structure (SMILES)   C=C/C=C/CC
ΔE to the lowest compared entry with this formula, charge and spin   20.1 kcal per mole

```
16
C6H10 (ωB97M-V/def2-TZVPD)
C 2.708 0.241 1.469
C 1.922 0.500 0.430
C 0.730 -0.282 0.118
C -0.300 0.090 -0.633
C -1.551 -0.706 -0.860
C -2.787 0.142 -0.539
H 3.590 0.837 1.638
H 2.424 -0.556 2.151
H 2.239 1.255 -0.281
H 0.661 -1.254 0.600
H -0.286 1.023 -1.204
H -1.610 -0.989 -1.914
H -1.526 -1.655 -0.323
H -2.775 0.534 0.478
H -3.718 -0.405 -0.705
H -2.818 0.966 -1.250
```

---

No. 8
An isolated molecule of C6H10. Source: the OMol25 dataset; level of theory: ωB97M-V/def2-TZVPD.

Computed properties:
LUMO energy   0.040 Ha
HOMO-LUMO gap   10.694 eV
HOMO level   -9.6 eV
Charge   0
Structure (SMILES)   C=CCC(=C)C
ΔE to the lowest compared entry with this formula, charge and spin   49.0 kcal per mole

```
16
C6H10 (ωB97M-V/def2-TZVPD)
C -1.282 -2.364 0.092
C -0.976 -1.078 -0.139
C -0.489 -0.015 0.836
C 0.375 0.998 -0.053
C 0.030 2.231 -0.255
C 1.720 0.329 -0.421
H -1.135 -2.823 1.008
H -1.504 -3.103 -0.728
H -1.076 -0.672 -1.158
H 0.030 -0.388 1.751
H -1.272 0.615 1.354
H 0.309 3.132 -0.765
H -1.033 2.622 0.005
H 2.435 0.456 0.428
H 2.204 0.805 -1.363
H 1.663 -0.744 -0.592
```

---

No. 9
An isolated molecule of C6H10. Source: the OMol25 dataset; level of theory: ωB97M-V/def2-TZVPD.

Computed properties:
LUMO energy   0.045 Ha
HOMO-LUMO gap   10.466 eV
HOMO level   -9.2 eV
Charge   0
Structure (SMILES)   C[C@H]1C[C@H]2C[C@H]21
ΔE to the lowest compared entry with this formula, charge and spin   33.4 kcal per mole

```
16
C6H10 (ωB97M-V/def2-TZVPD)
C -0.140 1.814 0.635
C 0.575 0.515 0.354
C 0.164 -0.862 1.037
C 0.167 -1.508 -0.334
C -0.839 -0.864 -1.214
C 0.412 -0.112 -1.008
H 0.124 2.196 1.612
H 0.067 2.617 -0.075
H -1.214 1.691 0.624
H 1.638 0.646 0.570
H 0.925 -1.251 1.722
H -0.805 -0.858 1.551
H 0.659 -2.439 -0.567
H -1.772 -0.504 -0.811
H -0.917 -1.289 -2.208
H 0.956 0.210 -1.887
```

---

No. 10
A structure of composition C6H10. Source: the OMol25 dataset; level of theory: ωB97M-V/def2-TZVPD.

Computed properties:
LUMO energy   0.037 Ha
HOMO-LUMO gap   9.549 eV
HOMO level   -8.5 eV
Charge   0
ΔE to the lowest compared entry with this formula, charge and spin   105.8 kcal per mole

```
16
C6H10 (ωB97M-V/def2-TZVPD)
C 0.449 0.900 0.851
C -0.045 -0.296 0.598
C 0.134 -0.047 2.023
C 1.327 2.055 0.491
C -0.904 -0.970 -1.969
C -0.883 -1.602 -0.635
H 0.913 -0.429 2.544
H -0.625 0.178 2.657
H 2.290 1.870 1.064
H 0.908 2.985 0.936
H 1.456 2.109 -0.651
H -1.834 -0.498 -2.125
H -0.987 -1.840 -2.720
H -0.019 -0.333 -2.174
H -0.291 -2.423 -0.592
H -1.889 -1.659 -0.297
```

---

No. 11
A cluster of 2 separate species, C6H10 in total. Source: the OMol25 dataset; level of theory: ωB97M-V/def2-TZVPD.

Computed properties:
LUMO energy (spin up / spin down)   -0.016 / -0.016 Ha
HOMO-LUMO gap (spin up / spin down)   8.414 / 8.423 eV
HOMO level (spin up / spin down)   -8.8 / -8.8 eV
Charge   0
ΔE to the lowest compared entry with this formula, charge and spin   135.1 kcal per mole

```
16
C6H10 (ωB97M-V/def2-TZVPD)
C -0.880 0.592 1.901
C -1.621 -0.117 -0.923
C -0.299 -0.162 -0.702
C 0.636 -1.217 -0.150
C 1.507 -0.032 0.298
C 0.806 0.873 -0.727
H -1.475 -0.315 1.947
H -1.435 1.394 1.430
H -2.089 0.780 -1.319
H -2.231 -1.011 -0.824
H 1.124 -1.788 -0.943
H 0.258 -1.919 0.595
H 2.581 -0.134 0.248
H 1.209 0.274 1.305
H 1.340 0.878 -1.679
H 0.570 1.904 -0.459
```

---

No. 12
An isolated molecule of C6H10. Source: the OMol25 dataset; level of theory: ωB97M-V/def2-TZVPD.

Computed properties:
LUMO energy   0.046 Ha
HOMO-LUMO gap   11.042 eV
HOMO level   -9.8 eV
Charge   0
Structure (SMILES)   C1C[C@@H]2C[C@@H]2C1
ΔE to the lowest compared entry with this formula, charge and spin   12.8 kcal per mole

```
16
C6H10 (ωB97M-V/def2-TZVPD)
C 1.299 -0.316 0.500
C 0.922 1.027 -0.207
C -0.517 0.871 -0.677
C -1.494 0.494 0.399
C -0.917 -0.567 -0.496
C 0.216 -1.374 0.091
H 1.388 -0.165 1.581
H 2.295 -0.622 0.159
H 1.572 1.230 -1.069
H 1.042 1.888 0.467
H -0.857 1.477 -1.514
H -1.171 0.559 1.439
H -2.541 0.728 0.237
H -1.609 -1.124 -1.118
H -0.274 -2.025 0.834
H 0.647 -2.081 -0.626
```

---

Q: Number 11 is which compound?
A: C6H10

---

Repeat the twelfth record exactly.
An isolated molecule of C6H10. Source: the OMol25 dataset; level of theory: ωB97M-V/def2-TZVPD.

Computed properties:
LUMO energy   0.046 Ha
HOMO-LUMO gap   11.042 eV
HOMO level   -9.8 eV
Charge   0
Structure (SMILES)   C1C[C@@H]2C[C@@H]2C1
ΔE to the lowest compared entry with this formula, charge and spin   12.8 kcal per mole

```
16
C6H10 (ωB97M-V/def2-TZVPD)
C 1.299 -0.316 0.500
C 0.922 1.027 -0.207
C -0.517 0.871 -0.677
C -1.494 0.494 0.399
C -0.917 -0.567 -0.496
C 0.216 -1.374 0.091
H 1.388 -0.165 1.581
H 2.295 -0.622 0.159
H 1.572 1.230 -1.069
H 1.042 1.888 0.467
H -0.857 1.477 -1.514
H -1.171 0.559 1.439
H -2.541 0.728 0.237
H -1.609 -1.124 -1.118
H -0.274 -2.025 0.834
H 0.647 -2.081 -0.626
```

---

Q: Which of these has the lowest charge?
A: C6F18O18S6V